Entry 1:
Formula: C18H25N8OPt
Source: the OMol25 dataset
Level of theory: the ωB97M-V functional and the def2-TZVPD basis

Positions of all 53 atoms, in Å:
Pt -0.4558 0.6822 0.2860
N -2.8795 3.5717 -2.8892
C -3.1282 2.7311 -2.1349
N -3.4341 1.7583 -1.3053
C -2.7783 0.8128 -0.8293
N -2.2764 -0.1688 -0.3667
C 3.2319 -0.6757 1.5969
C 2.3864 -0.1069 0.4273
C 3.2780 0.8418 -0.4019
C 1.2837 0.7182 0.9552
C 1.7940 -1.2563 -0.4017
C 1.0570 -2.2436 0.2533
C 0.4481 -3.2699 -0.4499
C 0.5535 -3.3186 -1.8323
C 1.3068 -2.3604 -2.4914
C 1.9320 -1.3430 -1.7809
H 3.7984 0.1283 2.0687
H 3.9245 -1.4197 1.2074
H 2.6126 -1.1377 2.3646
H 3.6244 1.6686 0.2189
H 2.7493 1.2594 -1.2544
H 4.1466 0.2794 -0.7440
H 1.5865 1.5784 1.5668
H 0.9985 -2.2327 1.3354
H -0.0922 -4.0433 0.0802
H 0.0617 -4.1050 -2.3891
H 1.4119 -2.4064 -3.5683
H 2.5344 -0.6242 -2.3189
C -2.7832 -0.2859 5.1506
N -2.2912 0.6411 4.1327
C -2.4965 2.0806 4.3153
C -1.7174 0.2211 3.0163
C -1.5473 -1.2511 2.8068
O -1.3627 1.0938 2.1700
H -3.0392 0.2758 6.0426
H -2.0232 -1.0171 5.4177
H -3.6714 -0.8156 4.8043
H -3.1903 2.2372 5.1348
H -2.9053 2.5184 3.4079
H -1.5538 2.5786 4.5411
H -2.5191 -1.7451 2.7794
H -0.9581 -1.6955 3.6097
H -1.0518 -1.4202 1.8564
N -0.7441 0.7531 -5.0052
C 0.5351 1.1080 -4.8643
N 1.3249 1.1499 -5.9374
N 1.0975 1.3635 -3.6911
C 0.4818 1.4209 -2.5734
N 0.0251 1.5384 -1.5085
H -1.1546 0.6286 -5.9144
H -1.3632 0.7819 -4.2113
H 0.9619 1.0520 -6.8689
H 2.2701 1.4697 -5.8135

Values from the calculation:
- Charge: +1
- HOMO: -0.4092 Eh
- Kohn-Sham gap: 6.898 eV
- E_LUMO: -4.24 eV
- Maximum force: 0.0455 hartree/bohr
- Energy above the lowest of the compared OMol25 structures with the same formula, charge and spin: 27.3 kcal per mole
- DFT total energy: -1333.219274 Ha

Löwdin atomic charge list, values in e, 6 entries: atom 1 (Pt): 1.213, atom 2 (N): 0.102, atom 3 (C): -0.394, atom 4 (N): 0.090, atom 5 (C): -0.447, atom 6 (N): -0.032

Entry 2:
Formula: C18H25NO7
Source: the OMol25 dataset
Level of theory: the ωB97M-V functional and the def2-TZVPD basis

Positions of all 51 atoms, in Å:
C -0.9946 1.5197 3.0172
C -0.5355 0.1191 2.6412
H -1.3848 -0.5615 2.5353
H 0.1668 -0.2732 3.3841
O 0.1032 0.1285 1.3631
C 1.4145 0.4068 1.3274
O 2.1125 0.5011 2.3001
C 1.8711 0.5749 -0.1065
C 1.9318 2.0712 -0.4097
O 2.6475 2.5661 -1.2364
O 1.0815 2.7335 0.3665
C 0.9065 4.1326 0.1269
C -0.2109 4.3611 -0.8793
H 0.0657 3.9352 -1.8408
H -1.1216 3.8790 -0.5328
H -0.3887 5.4262 -0.9976
H 0.6557 4.5616 1.0996
H 1.8513 4.5506 -0.2351
H 1.0847 0.1886 -0.7634
C 3.2160 -0.0896 -0.4125
C 3.2849 -1.5639 0.0000
C 2.0192 -2.3707 -0.2848
H 1.1952 -1.9360 0.2821
C 1.6186 -2.4327 -1.7611
C 0.1365 -2.7804 -1.8806
H -0.1306 -3.0464 -2.9110
O -0.5873 -1.6201 -1.4983
C -1.8313 -1.6928 -1.0224
C -2.5823 -2.8698 -0.9312
C -3.8399 -2.8744 -0.3624
C -4.4008 -1.7084 0.1391
C -3.6960 -0.5299 0.0330
C -2.4327 -0.5047 -0.5510
N -1.7971 0.7717 -0.6897
O -2.2536 1.6934 -0.0393
O -0.8767 0.8872 -1.4684
H -4.1078 0.4036 0.3859
H -5.3802 -1.7204 0.5889
H -4.3902 -3.8018 -0.3123
H -2.1830 -3.7919 -1.3214
H -0.0957 -3.6226 -1.2193
H 2.2110 -3.1806 -2.2887
H 1.7756 -1.4689 -2.2426
H 2.1652 -3.3886 0.0868
H 4.1357 -2.0253 -0.5055
H 3.4718 -1.6146 1.0745
H 3.4041 0.0251 -1.4805
H 4.0029 0.4521 0.1150
H -1.5554 1.4871 3.9469
H -0.1301 2.1665 3.1427
H -1.6227 1.9265 2.2280

Values from the calculation:
- Charge: 0
- HOMO: -0.3419 Eh
- Kohn-Sham gap: 8.881 eV
- Structure (SMILES): CCOC(=O)C(CCCCCOc1ccccc1[N+](=O)[O-])C(=O)OCC
- E_LUMO: -0.42 eV
- Maximum force: 0.0229 hartree/bohr
- Energy above the lowest of the compared OMol25 structures with the same formula, charge and spin: 30.4 kcal per mole
- DFT total energy: -1282.264989 Ha

Löwdin atomic charge list, values in e, 6 entries: atom 1 (C): -0.048, atom 2 (C): -0.197, atom 3 (H): 0.121, atom 4 (H): 0.122, atom 5 (O): -0.018, atom 6 (C): -0.469

Entry 3:
Formula: C18H25O6PPtS4
Source: the OMol25 dataset
Level of theory: the ωB97M-V functional and the def2-TZVPD basis

Positions of all 55 atoms, in Å:
Pt 1.5038 1.2354 -0.7356
C -4.3083 3.7287 -0.4112
C -2.8220 3.8600 -0.6642
O -2.1433 2.7084 -0.1106
P -0.6160 2.7871 0.3470
S 0.4515 3.5222 -1.2980
S 1.5472 1.1394 1.4868
O -0.4737 4.0980 1.2610
C -0.7247 4.2040 2.6663
C -2.1851 4.0111 3.0209
H -4.8220 4.5438 -0.9127
H -4.5347 3.7752 0.6493
H -4.6769 2.7868 -0.8033
H -2.4208 4.7671 -0.2035
H -2.6090 3.8801 -1.7366
H -0.3945 5.2165 2.9187
H -0.0943 3.4849 3.1984
H -2.8029 4.7407 2.5047
H -2.3165 4.1491 4.0909
H -2.5099 3.0095 2.7485
C 0.3978 -3.6695 -0.2284
S 0.3245 -1.8631 -0.6362
O -0.3075 -1.8102 -1.9417
C -0.9420 -1.4319 0.5976
C -2.2487 -1.2392 0.1899
C -3.2238 -1.0099 1.1465
C -2.8705 -0.9100 2.4840
C -1.5506 -1.0789 2.8783
C -0.5772 -1.3464 1.9306
H -0.6128 -4.0403 -0.0941
H 0.9841 -3.8061 0.6709
H 0.8627 -4.1646 -1.0729
H -2.4891 -1.2817 -0.8619
H -4.2557 -0.9083 0.8479
H -3.6259 -0.6927 3.2228
H -1.2780 -1.0039 3.9196
H 0.4469 -1.4995 2.2312
C 3.9457 -4.7985 -0.6028
C 3.5952 -3.4973 -1.2506
C 3.0993 -3.4578 -2.5543
C 2.7799 -2.2503 -3.1618
C 2.9560 -1.0775 -2.4564
C 3.4653 -1.0888 -1.1679
C 3.7808 -2.2986 -0.5676
S 2.3618 0.4706 -3.1471
O 2.5749 0.5114 -4.5497
O 3.0423 1.5235 -2.3409
O 0.9370 0.5097 -2.7032
H 3.4395 -5.6274 -1.0883
H 3.7076 -4.7915 0.4578
H 5.0168 -4.9694 -0.6908
H 2.9468 -4.3808 -3.0938
H 2.3926 -2.2047 -4.1660
H 3.6868 -0.1560 -0.6500
H 4.1899 -2.3084 0.4329

Values from the calculation:
- Charge: +1
- HOMO (spin up / spin down): -0.4225 / -0.4237 Eh
- Kohn-Sham gap (spin up / spin down): 4.941 / 4.850 eV
- E_LUMO (spin up / spin down): -6.55 / -6.68 eV
- Maximum force: 0.0555 hartree/bohr
- 2S+1: 2
- Energy above the lowest of the compared OMol25 structures with the same formula, charge and spin: 141.7 kcal per mole
- DFT total energy: -3205.380779 Ha
- Expectation value of S²: 1.08

Löwdin atomic charge list, values in e, 6 entries: atom 1 (Pt): 0.671, atom 2 (C): -0.050, atom 3 (C): -0.276, atom 4 (O): -0.341, atom 5 (P): 0.452, atom 6 (S): 0.489

Entry 4:
Formula: C18H26BCoF4IN7
Source: the OMol25 dataset
Level of theory: the ωB97M-V functional and the def2-TZVPD basis

Positions of all 58 atoms, in Å:
Co -0.3552 -0.3316 0.1236
C 0.3759 2.7245 -2.9995
C 0.3825 1.6990 -1.9156
N -0.6571 1.1437 -1.4187
C -1.9939 1.4748 -1.8086
C -2.9687 1.1221 -0.6642
N -2.5829 -0.0855 0.0717
C -3.2123 -1.3344 -0.3675
C -2.4615 -1.9225 -1.5633
N -1.0633 -2.1236 -1.1887
C -0.7472 -3.4318 -0.5968
C 0.2491 -3.2846 0.5793
N 0.9599 -2.0754 0.3531
C 2.2156 -1.8730 0.3898
C 3.2354 -2.8607 0.8398
C 2.5750 -0.5384 -0.1380
C 3.8406 0.0355 -0.1994
C 3.9778 1.2781 -0.8063
C 2.8809 1.8895 -1.3919
C 1.6512 1.2355 -1.3297
N 1.5226 0.0814 -0.6769
H -0.2987 2.4271 -3.7995
H 1.3680 2.8745 -3.4131
H 0.0140 3.6779 -2.6117
H -2.2503 0.9127 -2.7132
H -2.1014 2.5401 -2.0487
H -3.9804 1.0322 -1.0785
H -2.9696 1.9543 0.0402
H -2.8221 0.0458 1.0500
H -4.2714 -1.1930 -0.6247
H -3.1449 -2.0424 0.4609
H -2.4928 -1.2200 -2.3953
H -2.9411 -2.8552 -1.8903
H -0.4713 -2.0000 -2.0033
H -0.3025 -4.0860 -1.3541
H -1.6564 -3.9128 -0.2359
H 0.8826 -4.1731 0.6667
H -0.3018 -3.1826 1.5163
H 3.0744 -3.0669 1.8984
H 4.2476 -2.5024 0.6988
H 3.1226 -3.7969 0.2945
H 4.7030 -0.4457 0.2328
H 4.9395 1.7677 -0.8324
H 2.9814 2.8575 -1.8552
F -0.8660 -1.0726 2.1555
B 0.2586 -0.9586 3.1156
F 0.7561 -2.1938 3.3342
F -0.2300 -0.3480 4.2244
F 1.1554 -0.1523 2.4321
I 0.2825 5.7910 2.1022
C -0.2349 3.7712 2.0784
C -0.8209 3.0209 3.0751
N -0.9643 1.7849 2.5809
N -0.4862 1.6792 1.3409
C -0.0427 2.8830 1.0193
H -1.1365 3.2933 4.0601
H -1.2268 0.9671 3.1142
H 0.4029 3.0991 0.0722

Values from the calculation:
- Charge: +1
- HOMO (spin up / spin down): -0.4139 / -0.4138 Eh
- Kohn-Sham gap (spin up / spin down): 7.734 / 7.697 eV
- E_LUMO (spin up / spin down): -3.53 / -3.56 eV
- Maximum force: 0.0209 hartree/bohr
- 2S+1: 4
- Energy above the lowest of the compared OMol25 structures with the same formula, charge and spin: 0.0 kcal per mole
- DFT total energy: -3189.664778 Ha
- Expectation value of S²: 3.76

Löwdin atomic charge list, values in e, 6 entries: atom 1 (Co): 0.753, atom 2 (C): 0.011, atom 3 (C): -0.276, atom 4 (N): 0.021, atom 5 (C): -0.171, atom 6 (C): -0.163

Entry 5:
Formula: C18H26BrCrNO7PS
Source: the OMol25 dataset
Level of theory: the ωB97M-V functional and the def2-TZVPD basis

Positions of all 56 atoms, in Å:
Cr -0.2923 -0.3991 -2.3788
C -3.0559 0.9013 -2.9682
C -2.6604 1.5456 -4.1507
C -1.3905 2.1090 -3.9516
C -0.9702 1.8096 -2.6446
C -2.0269 1.0397 -2.0176
H -3.9660 0.3312 -2.8279
H -3.2055 1.5285 -5.0887
H -0.8089 2.6509 -4.6874
H -0.2067 2.3616 -2.1186
H -2.1638 0.9276 -0.9571
C -1.4471 -2.3033 4.0638
C -1.2224 -0.8583 3.6958
C -0.2936 -0.0821 4.3786
C -0.0557 1.2376 4.0153
C -0.7692 1.7786 2.9608
C -1.7194 1.0275 2.2694
C -1.9361 -0.2845 2.6418
S -0.4552 3.4279 2.4483
O -1.7291 4.0164 2.1539
O 0.4702 3.9978 3.3859
N 0.3376 3.3146 1.0356
C 1.7658 2.8935 0.9721
C 1.9410 1.7852 -0.0504
C 1.1593 0.5387 0.3392
O 1.3396 0.0892 1.4631
O 0.3109 0.0658 -0.5175
H -0.9383 -2.5589 4.9928
H -1.0687 -2.9646 3.2810
H -2.5101 -2.5166 4.1863
H 0.2679 -0.5209 5.1981
H 0.6825 1.8433 4.5279
H -2.2728 1.4716 1.4463
H -2.6640 -0.8834 2.0997
H -0.2632 2.9218 0.3112
H 2.1211 2.5583 1.9404
H 2.3499 3.7624 0.6843
H 2.9921 1.4986 -0.0852
H 1.6532 2.1374 -1.0384
C 3.0832 -1.3680 -0.9159
O 2.1917 -2.4894 -0.9396
P 0.8470 -2.4704 -1.8238
O 1.1742 -3.5975 -2.9167
C 2.1044 -3.2662 -3.9508
O -0.1245 -3.3795 -0.9206
C -0.6031 -2.9323 0.3674
H 4.0810 -1.7163 -1.1770
H 3.0952 -0.9339 0.0800
H 2.7883 -0.5998 -1.6353
H 1.9257 -3.9503 -4.7734
H 3.1293 -3.3908 -3.5902
H 1.9519 -2.2515 -4.3179
H -1.4677 -3.5474 0.6068
H -0.8791 -1.8845 0.3619
H 0.1760 -3.0735 1.1183
Br -0.7728 -1.3481 -4.5823

Values from the calculation:
- Charge: -1
- HOMO (spin up / spin down): -0.1539 / -0.1722 Eh
- Kohn-Sham gap (spin up / spin down): 6.833 / 7.282 eV
- E_LUMO (spin up / spin down): 2.65 / 2.60 eV
- Maximum force: 0.0159 hartree/bohr
- 2S+1: 5
- Energy above the lowest of the compared OMol25 structures with the same formula, charge and spin: 32.1 kcal per mole
- DFT total energy: -5641.135146 Ha
- Expectation value of S²: 6.03

Löwdin atomic charge list, values in e, 6 entries: atom 1 (Cr): 0.280, atom 2 (C): -0.174, atom 3 (C): -0.188, atom 4 (C): -0.180, atom 5 (C): -0.278, atom 6 (C): -0.287

- The lowest DFT total energy belongs to which entry?
  C18H26BrCrNO7PS

- Which value of DFT total energy does entry 1 give?
  -1333.219274 Ha